(1)
Entry from the Open Molecules 2025 dataset: a structure of composition C10H33BO5Pt (the ωB97M-V functional and the def2-TZVPD basis).

Atoms and positions in Å:
Pt -0.1133 0.0935 -0.7382
B 0.7625 -0.3714 -2.9288
H 1.0241 -0.4943 -4.0478
H -0.2039 -0.9690 -2.6647
H 1.6332 -0.7753 -2.2703
H 0.6457 0.7666 -2.6895
C 0.1605 -0.4605 3.3254
C -0.5780 0.7457 2.6993
O -0.6962 0.7146 1.3150
H 1.1856 -0.5736 2.9565
H -0.3661 -1.3971 3.1389
H 0.2870 -0.2922 4.3994
H -0.0246 1.6796 2.8829
H -1.5558 0.7174 3.2067
C 3.0873 1.9499 1.6401
C 2.9732 1.6600 0.1665
O 1.6084 1.5703 -0.2775
H 2.8550 2.9894 1.8821
H 4.1262 1.7586 1.9210
H 2.4119 1.3764 2.2773
H 3.4731 0.7509 -0.1576
H 3.4252 2.5030 -0.3639
H 1.2349 2.4558 -0.3211
C -2.3188 3.5705 -2.6323
C -2.1158 2.0545 -2.6591
O -1.6857 1.5710 -1.3867
H -3.2024 3.9175 -2.0869
H -2.4239 3.9554 -3.6483
H -1.5053 4.1282 -2.1606
H -1.3576 1.8553 -3.4089
H -3.0931 1.6251 -2.8847
H -2.1752 2.0210 -0.6866
C 2.6701 -3.0701 1.1130
C 1.6925 -2.6508 0.0034
O 1.1982 -1.3321 0.2499
H 2.7137 -4.1613 1.1211
H 2.4112 -2.8018 2.1388
H 3.6466 -2.6304 0.9059
H 0.8141 -3.2987 0.0672
H 2.2449 -2.7507 -0.9258
H 1.3567 -1.0436 1.1550
C -3.7866 -1.7288 0.2896
C -2.3305 -2.1629 0.2793
O -1.6882 -1.5313 -0.8700
H -4.2240 -2.2444 1.1519
H -4.2993 -1.9735 -0.6398
H -3.8521 -0.6523 0.4323
H -2.1878 -3.2411 0.1851
H -1.8463 -1.8155 1.1893
H -2.0113 -2.0071 -1.6441

Forces on atoms 1 to 6 (eV/Å):
-0.3 0.3 0.8
0.6 -0.2 0.3
0.0 -0.1 -1.3
-1.3 -0.9 -0.1
1.3 -0.6 0.4
-0.2 1.6 0.0

Calculated values
Largest force on an atom = 0.03761 Eh/bohr
Total energy = -25059.0060 eV
Expectation value of S² = 2.00
Energy above the lowest of the compared OMol25 structures with the same formula, charge and spin = 0.0 kJ/mol
Multiplicity = 3
HOMO (spin up / spin down) = -7.282 / -7.300 eV
Kohn-Sham gap (spin up / spin down) = 7.77 / 7.73 eV

How positive or negative is each atom? The Löwdin charges in e answer that: 1.202, -0.459, -0.027, -0.049, -0.052, -0.052, -0.104, -0.432, -0.419, 0.035, 0.063, 0.071, 0.089, 0.093, -0.072, -0.261, -0.181, 0.079, 0.080, 0.059, 0.118, 0.118, 0.102, -0.085, -0.260, -0.196, 0.073, 0.077, 0.076, 0.110, 0.117, 0.101, -0.069, -0.242, -0.216, 0.078, 0.070, 0.078, 0.113, 0.116, 0.050, -0.072, -0.257, -0.208, 0.081, 0.075, 0.077, 0.115, 0.095, 0.100

---

(2)
Entry from the Open Molecules 2025 dataset: a structure of composition C22H44CsN9O2S2 (the ωB97M-V functional and the def2-TZVPD basis).

Atoms and positions in Å:
Cs 0.3532 1.3809 -1.6866
N 0.8951 -1.4144 1.9468
C 2.0588 -2.1583 1.4981
C 1.6313 -3.4048 0.7219
N 1.0139 -3.0501 -0.5306
C 1.8777 -3.0030 -1.6849
C 1.2512 -2.0980 -2.7362
N -0.0872 -2.5511 -3.1217
H 1.0806 -0.4442 2.1534
H 0.4186 -1.8518 2.7233
H 2.7376 -2.4609 2.3158
H 2.6370 -1.5125 0.8313
H 0.9313 -3.9864 1.3306
H 2.5156 -4.0485 0.5793
H 0.1395 -3.5062 -0.7311
H 2.1100 -4.0046 -2.0890
H 2.8267 -2.5481 -1.3829
H 1.9056 -1.9614 -3.6008
H 1.1877 -1.1349 -2.2328
H -0.1110 -2.8762 -4.0767
H -0.7778 -1.8158 -3.0355
O -1.7463 2.3624 -0.8069
N -3.0404 2.3924 -0.9393
C -3.7558 3.0777 -0.0225
C -5.1262 3.1526 -0.0778
C -5.7741 2.4889 -1.1214
C -5.0297 1.7901 -2.0394
C -3.6227 1.7077 -1.9786
S -2.6931 0.8283 -3.0915
H -3.1316 3.5335 0.7308
H -5.6628 3.7093 0.6769
H -6.8533 2.5175 -1.2078
H -5.5032 1.2596 -2.8531
C 3.9445 2.7887 6.1112
C 4.5616 1.3963 6.1780
C 3.6220 0.2531 5.8038
C 3.2157 0.2035 4.3296
N 2.2102 1.1822 3.9437
C 0.9383 1.2243 4.4020
S 0.0440 2.6372 4.2786
N 0.4733 0.0720 4.9348
C -0.9201 -0.1932 5.2555
C -1.1358 -0.6405 6.7009
C -1.1166 0.4795 7.7401
C 0.2318 1.1520 7.9556
H 4.5865 3.5197 6.6060
H 2.9653 2.8195 6.5947
H 3.8045 3.1401 5.0884
H 4.9191 1.2188 7.1966
H 5.4495 1.3550 5.5389
H 2.7197 0.3047 6.4233
H 4.1064 -0.6966 6.0519
H 2.8629 -0.7970 4.0506
H 4.0757 0.3784 3.6796
H 2.5343 2.0881 3.6474
H 1.0457 -0.7464 4.8005
H -1.2830 -0.9551 4.5588
H -1.4751 0.7201 5.0440
H -0.3964 -1.4072 6.9599
H -2.1084 -1.1386 6.7494
H -1.4641 0.0662 8.6923
H -1.8564 1.2321 7.4494
H 1.0114 0.4090 8.1505
H 0.1957 1.8238 8.8154
H 0.5317 1.7424 7.0908
C 6.6315 1.4715 -0.5771
N 5.2507 1.8391 -0.8063
C 4.8069 1.8580 -2.1869
C 3.3353 1.4134 -2.0833
O 2.5823 1.4377 -3.0706
N 3.0814 0.9884 -0.8398
C 4.2658 1.0608 -0.1326
N 4.2251 1.2213 1.2979
H 7.2965 2.2603 -0.9368
H 6.8981 0.5314 -1.0837
H 6.7968 1.3427 0.4922
H 5.3521 1.1255 -2.8051
H 4.8966 2.8352 -2.6674
H 3.3294 0.8505 1.5967
H 4.1972 2.2263 1.4909

Forces on atoms 1 to 6 (eV/Å):
-0.1 -0.5 0.1
-0.1 0.0 0.0
0.1 -0.1 0.0
0.1 0.0 0.0
-0.1 0.0 0.0
0.1 0.0 -0.1

Calculated values
Largest force on an atom = 0.02841 Eh/bohr
Total energy = -63252.6722 eV
Expectation value of S² = 0.76
Energy above the lowest of the compared OMol25 structures with the same formula, charge and spin = 46.3 kJ/mol
Total charge = -1
Multiplicity = 2
HOMO (spin up / spin down) = -2.497 / -4.230 eV
Kohn-Sham gap (spin up / spin down) = 4.66 / 6.37 eV

How positive or negative is each atom? The Löwdin charges in e answer that: 1.293, 0.028, -0.285, -0.248, -0.072, -0.246, -0.277, 0.015, 0.045, 0.052, 0.093, 0.097, 0.109, 0.108, 0.102, 0.109, 0.113, 0.113, 0.012, 0.058, 0.039, -0.553, -0.259, -0.044, -0.095, -0.113, -0.124, -0.751, 0.455, 0.127, 0.090, 0.093, 0.088, -0.102, -0.256, -0.195, -0.194, -0.017, -0.893, 0.612, 0.001, -0.209, -0.202, -0.262, -0.118, 0.069, 0.068, 0.063, 0.101, 0.107, 0.089, 0.111, 0.094, 0.106, 0.089, 0.115, 0.117, 0.070, 0.109, 0.106, 0.099, 0.109, 0.067, 0.070, 0.031, -0.106, -0.158, -0.102, -0.658, -0.284, -0.010, -0.429, 0.068, 0.074, 0.076, 0.069, 0.117, 0.115, 0.030, 0.071

---

(3)
Entry from the Open Molecules 2025 dataset: the molecule C7H11N2O2P (the ωB97M-V functional and the def2-TZVPD basis).

Atoms and positions in Å:
C 3.4784 -0.8842 0.0625
C 2.2757 -0.6667 0.1126
C 0.7016 1.0885 -0.7563
C 0.9090 -0.2617 -0.1215
C 1.2969 3.0225 -1.7384
C 0.1931 -2.1725 1.0243
C -2.9703 -0.0182 1.2695
N 1.6853 1.8897 -0.9721
N -0.0668 -0.9808 0.2898
O -2.4213 -2.2700 -0.0859
O -2.4738 0.2771 -0.0512
P -1.8562 -1.0705 -0.7740
H 4.5554 -1.1169 0.0396
H -0.3536 1.4010 -0.9927
H 0.2108 3.1608 -1.8010
H 1.8642 3.8476 -1.3367
H 1.6981 2.8766 -2.7108
H -0.0992 -3.0040 0.3384
H 1.1117 -2.3456 1.6044
H -0.5451 -2.1940 1.7456
H -3.2436 0.8435 1.8069
H -2.1279 -0.7418 1.8066
H -3.8228 -0.6805 1.2403

Forces on atoms 1 to 6 (eV/Å):
-1.1 0.0 0.2
2.4 0.1 -0.6
0.2 0.4 -0.1
0.6 0.7 0.8
0.2 0.7 0.6
0.1 -1.8 -0.9

Calculated values
Largest force on an atom = 0.07754 Eh/bohr
Total energy = -23798.0493 eV
Energy above the lowest of the compared OMol25 structures with the same formula, charge and spin = 396.2 kJ/mol
HOMO = -8.763 eV
Kohn-Sham gap = 7.82 eV

How positive or negative is each atom? The Löwdin charges in e answer that: 0.167, -0.069, -0.100, -0.265, -0.133, -0.102, -0.155, 0.017, -0.118, -0.467, -0.435, 0.760, 0.060, 0.110, 0.085, 0.079, 0.076, 0.112, 0.103, 0.044, 0.056, 0.114, 0.061

---

(4)
Entry from the Open Molecules 2025 dataset: a structure of composition C32H31N6OS4Sr (the ωB97M-V functional and the def2-TZVPD basis).

Atoms and positions in Å:
Sr 0.1372 -0.4724 0.0528
N 3.9486 -0.7277 2.5054
C 5.2063 -0.6303 1.8594
C 6.3772 -0.5710 2.5918
C 7.6005 -0.4914 1.9387
C 7.6549 -0.5067 0.5559
C 6.4784 -0.5947 -0.1817
C 5.2619 -0.6288 0.4738
S 3.7521 -0.6515 -0.4541
N 2.6251 -1.2889 0.6318
C 2.8332 -1.2231 1.8991
C 1.7925 -1.7621 2.8093
C 2.1369 -2.4720 3.9518
C 1.1311 -2.9926 4.7499
C -0.1883 -2.7884 4.3849
C -0.4463 -2.0818 3.2259
N 0.5174 -1.5749 2.4504
H 3.9497 -0.6832 3.5091
H 6.3318 -0.5791 3.6754
H 8.5099 -0.4269 2.5203
H 8.6060 -0.4564 0.0441
H 6.5029 -0.6218 -1.2642
H 3.1742 -2.6560 4.1974
H 1.3774 -3.5581 5.6383
H -1.0048 -3.1767 4.9767
H -1.4638 -1.9127 2.8923
O -2.1075 -0.6053 -0.4498
C -2.5911 -1.4791 -1.4105
C -2.4058 -0.8627 -2.7985
C -1.7530 0.2956 -3.0971
C -1.6927 0.5656 -4.4993
C -2.2830 -0.4072 -5.2372
S -2.9584 -1.6298 -4.2402
C -4.0551 -1.7830 -1.1360
C -4.8631 -2.7504 -1.6464
C -6.1981 -2.6713 -1.1473
C -6.3622 -1.6462 -0.2722
S -4.9161 -0.7427 -0.0743
C -1.7170 -2.7318 -1.3155
C -0.5005 -2.9432 -1.9063
C 0.2085 -4.0506 -1.3479
C -0.4791 -4.6478 -0.3387
S -1.9978 -3.8921 -0.0757
H -1.3571 0.9536 -2.3354
H -1.2231 1.4413 -4.9257
H -2.3838 -0.4691 -6.3096
H -4.5162 -3.5092 -2.3368
H -6.9852 -3.3615 -1.4169
H -7.2533 -1.3683 0.2682
H -0.1520 -2.3621 -2.7527
H 1.1706 -4.3953 -1.7014
H -0.2032 -5.5204 0.2322
C -3.1359 4.2352 -1.2512
C -3.4393 2.8861 -0.6349
N -2.2047 2.2346 -0.2137
C -1.0055 2.8397 -0.0629
N 0.0540 2.0860 0.1817
C 1.3161 2.7645 0.4643
C 1.4752 4.0081 -0.3879
C 0.3049 4.9238 -0.0961
N -0.9571 4.1947 -0.1608
C -2.1773 4.9738 -0.3377
H -4.0556 4.8064 -1.3751
H -2.6759 4.1081 -2.2343
H -3.9408 2.2318 -1.3486
H -4.1071 3.0133 0.2220
H -2.2221 1.2112 -0.2248
H 2.1399 2.0678 0.2703
H 1.3877 3.0450 1.5231
H 1.4746 3.7269 -1.4437
H 2.4093 4.5269 -0.1698
H 0.2643 5.7291 -0.8313
H 0.4231 5.3852 0.8897
H -1.8987 5.9342 -0.7695
H -2.6562 5.1696 0.6277

Forces on atoms 1 to 6 (eV/Å):
-0.3 0.0 -0.2
0.1 0.1 -0.2
0.1 0.0 -0.1
-0.1 0.0 0.1
0.0 0.0 0.0
0.0 0.0 -0.1

Calculated values
Largest force on an atom = 0.01194 Eh/bohr
Total energy = -88850.3144 eV
Energy above the lowest of the compared OMol25 structures with the same formula, charge and spin = 4.5 kJ/mol
Total charge = +1
HOMO = -10.298 eV
Kohn-Sham gap = 7.28 eV

How positive or negative is each atom? The Löwdin charges in e answer that: 1.492, 0.134, -0.237, -0.015, -0.066, -0.067, -0.087, -0.446, 0.981, -0.359, -0.386, -0.218, 0.004, -0.025, -0.025, -0.100, 0.024, 0.140, 0.119, 0.113, 0.113, 0.113, 0.123, 0.122, 0.120, 0.123, -0.491, -0.647, -0.460, -0.129, -0.178, -0.401, 1.075, -0.502, -0.147, -0.173, -0.405, 1.061, -0.485, -0.169, -0.180, -0.399, 1.081, 0.086, 0.102, 0.069, 0.111, 0.105, 0.066, 0.119, 0.108, 0.070, -0.152, -0.173, 0.080, -0.386, -0.100, -0.254, -0.164, -0.149, -0.035, -0.141, 0.122, 0.123, 0.116, 0.121, 0.069, 0.080, 0.118, 0.122, 0.119, 0.123, 0.130, 0.122, 0.133

---

(5)
Entry from the Open Molecules 2025 dataset: the molecule C6H14N2 (the ωB97M-V functional and the def2-TZVPD basis).

Atoms and positions in Å:
C -0.2519 -1.7810 -1.1513
C -0.9344 -0.7795 -0.2148
C -0.4858 0.6967 -0.4871
N -0.5122 1.4834 2.3580
C 0.6500 1.5772 1.5246
C 0.7249 1.1115 0.2833
C 2.0409 1.0480 -0.4460
N -1.1084 -2.8938 -1.4767
H -0.0606 -1.2317 -2.0770
H 0.7301 -2.0830 -0.7776
H -0.7049 -0.9831 0.8248
H -1.9962 -0.8571 -0.4327
H -1.3463 1.3354 -0.2566
H -0.3378 0.7773 -1.5687
H -1.1897 0.8284 1.9873
H -0.9776 2.3721 2.4953
H 1.4723 1.9682 2.1092
H 2.2706 -0.0030 -0.6271
H 2.8705 1.4039 0.1878
H 2.1305 1.6909 -1.3147
H -1.3999 -3.4870 -0.7203
H -0.9805 -3.3054 -2.3905

Forces on atoms 1 to 6 (eV/Å):
0.1 0.3 -0.2
0.5 0.7 -0.6
-0.8 -0.9 0.1
-0.1 -0.1 -0.5
-0.8 -0.2 0.9
0.6 0.9 -0.5

Calculated values
SMILES string = C/C(=C/N)CCCN
Largest force on an atom = 0.02885 Eh/bohr
Total energy = -9428.3980 eV
Energy above the lowest of the compared OMol25 structures with the same formula, charge and spin = 104.8 kJ/mol
HOMO = -8.263 eV
Kohn-Sham gap = 9.38 eV

How positive or negative is each atom? The Löwdin charges in e answer that: -0.309, -0.184, -0.175, 0.028, -0.169, -0.320, -0.063, -0.016, 0.106, 0.101, 0.100, 0.104, 0.108, 0.106, 0.050, 0.073, 0.105, 0.072, 0.077, 0.075, 0.065, 0.065

---

(6)
Entry from the Open Molecules 2025 dataset: the molecule C7H8 (the ωB97M-V functional and the def2-TZVPD basis).

Atoms and positions in Å:
C -0.9777 -1.7248 -0.8904
C 1.1142 -0.3392 -0.4677
C -0.1786 -0.7105 -0.1012
C -0.8882 0.0454 0.8231
C -0.2614 1.1359 1.4263
C 0.8755 1.6653 0.7920
C 1.5183 0.9709 -0.2172
H -1.8354 -1.3029 -1.4141
H -0.3990 -2.1280 -1.7325
H -1.2035 -2.5825 -0.2587
H 1.6286 -0.9619 -1.1924
H -1.9102 -0.1511 1.1173
H -0.7436 1.8920 2.0357
H 0.9749 2.7307 0.8753
H 2.2860 1.4606 -0.7955

Forces on atoms 1 to 6 (eV/Å):
1.3 -0.9 -0.4
-0.6 0.4 -1.0
-0.9 0.0 -0.4
0.7 0.6 1.4
0.2 1.1 -1.6
-0.9 -0.1 -0.5

Calculated values
SMILES string = Cc1ccccc1
Largest force on an atom = 0.03717 Eh/bohr
Total energy = -7387.9586 eV
Energy above the lowest of the compared OMol25 structures with the same formula, charge and spin = 76.1 kJ/mol
HOMO = -8.912 eV
Kohn-Sham gap = 10.01 eV

How positive or negative is each atom? The Löwdin charges in e answer that: -0.059, -0.049, -0.287, -0.064, -0.079, -0.113, -0.089, 0.083, 0.072, 0.077, 0.106, 0.111, 0.098, 0.093, 0.100